No. 1
Molecular formula: C24H33N8PbS7Sb
Method: DFT, ωB97M-V with the def2-TZVPD basis set

Computed properties:
* gap between HOMO and LUMO: 6.87 eV
* E_tot: -4592.862609 Ha
* total charge: 0

Each line ends with the Löwdin charge.
Geometry (Å):
Pb1 -0.342 0.530 0.070  1.073
C1 -0.124 -2.446 2.945  -0.161
C2 -1.455 -1.830 2.507  -0.223
N1 -1.617 -1.610 1.058  -0.142
C3 -1.594 -2.812 0.220  -0.197
C4 -1.534 -2.463 -1.266  -0.203
N2 -0.327 -1.702 -1.615  -0.123
C5 0.893 -2.514 -1.560  -0.224
C6 2.087 -1.932 -2.313  -0.161
C7 2.443 -0.457 -2.083  -0.217
N3 2.253 0.029 -0.710  -0.146
C8 3.099 -0.575 0.321  -0.199
C9 2.646 -0.121 1.708  -0.197
N4 1.273 -0.547 2.008  -0.140
C10 1.165 -1.990 2.257  -0.216
H1 -0.160 -3.534 2.840  0.110
H2 -0.045 -2.248 4.018  0.119
H3 -1.558 -0.852 2.976  0.051
H4 -2.259 -2.466 2.898  0.122
H5 -2.515 -1.151 0.930  0.087
H6 -2.476 -3.440 0.389  0.128
H7 -0.722 -3.408 0.495  0.108
H8 -2.407 -1.857 -1.522  0.105
H9 -1.599 -3.397 -1.838  0.121
H10 -0.428 -1.294 -2.539  0.101
H11 0.702 -3.519 -1.959  0.125
H12 1.165 -2.643 -0.514  0.075
H13 1.920 -2.050 -3.388  0.117
H14 2.944 -2.562 -2.068  0.112
H15 1.816 0.172 -2.716  0.067
H16 3.478 -0.314 -2.413  0.122
H17 2.446 1.028 -0.720  0.066
H18 4.156 -0.314 0.190  0.128
H19 3.027 -1.662 0.247  0.107
H20 2.674 0.972 1.753  0.114
H21 3.355 -0.503 2.452  0.122
H22 0.919 -0.028 2.808  0.063
H23 2.007 -2.337 2.870  0.124
H24 1.254 -2.506 1.302  0.077
S1 -0.737 4.483 -0.739  -0.129
Sb1 -1.817 4.257 -3.020  0.454
S2 0.661 3.060 -1.315  -0.250
S3 -0.472 1.904 -2.632  -0.186
S4 -3.938 3.885 -2.445  -0.156
S5 3.218 5.522 3.744  0.575
C11 1.915 4.506 3.778  -1.113
S6 1.175 3.840 2.352  0.917
C12 0.068 2.885 3.319  -1.096
N5 0.216 3.084 4.585  0.012
N6 1.212 4.017 4.834  -0.152
C13 1.473 4.286 6.216  -0.215
C14 1.742 5.573 6.652  -0.047
C15 1.985 5.796 8.000  -0.077
C16 1.954 4.747 8.907  -0.094
C17 1.668 3.463 8.462  -0.085
C18 1.428 3.229 7.117  -0.023
S7 -1.053 1.753 2.648  0.465
H25 1.763 6.391 5.949  0.085
H26 2.197 6.802 8.340  0.104
H27 2.146 4.929 9.958  0.100
H28 1.636 2.637 9.163  0.101
H29 1.189 2.239 6.754  0.106
N7 -5.979 0.340 -4.251  0.167
C19 -5.576 0.628 -3.214  -0.184
C20 -5.058 0.950 -1.908  -0.281
C21 -5.865 1.491 -0.915  -0.035
C22 -5.293 1.776 0.309  -0.040
C23 -3.950 1.487 0.506  -0.133
N8 -3.172 0.954 -0.444  0.005
C24 -3.718 0.724 -1.633  -0.184
H30 -6.909 1.693 -1.113  0.129
H31 -5.866 2.233 1.103  0.115
H32 -3.469 1.713 1.454  0.052
H33 -3.057 0.372 -2.419  0.099

No. 2
Molecular formula: C10H13B
Method: DFT, ωB97M-V with the def2-TZVPD basis set

Computed properties:
* gap between HOMO and LUMO: 9.15 eV
* SMILES: C=C1/C=C/C[C@H](C)C2=CB2C1
* E_tot: -413.519754 Ha
* total charge: 0

Each line ends with the Löwdin charge.
Geometry (Å):
C1 -2.435 -0.679 -1.845  0.048
C2 -1.782 0.330 -1.248  -0.328
C3 -0.308 0.505 -1.473  -0.101
C4 0.440 1.367 -0.889  -0.104
C5 1.756 0.983 -0.267  -0.142
C6 1.596 0.272 1.021  -0.303
C7 2.495 -0.966 1.341  -0.028
C8 0.109 -0.145 1.263  -0.011
C9 -0.704 -1.233 1.195  0.125
B1 -1.340 0.041 1.014  -0.310
C10 -2.305 0.865 0.044  -0.091
H1 -3.352 -1.051 -1.401  0.065
H2 -2.095 -1.363 -2.634  0.071
H3 0.060 -0.511 -1.878  0.153
H4 -0.122 2.123 -0.437  0.100
H5 2.165 0.239 -1.083  0.158
H6 2.457 1.677 -0.133  0.067
H7 1.772 0.941 1.809  0.117
H8 1.836 -1.531 1.968  0.067
H9 3.446 -0.640 1.678  0.066
H10 2.666 -1.510 0.440  0.066
H11 -0.716 -2.302 1.091  0.090
H12 -3.409 0.626 0.313  0.129
H13 -2.229 1.963 0.114  0.097

No. 3
Molecular formula: C28H50LiN2O19
Method: DFT, ωB97M-V with the def2-TZVPD basis set

Computed properties:
* gap between HOMO and LUMO: 9.11 eV
* E_tot: -2642.795867 Ha
* total charge: +1

Each line ends with the Löwdin charge.
Geometry (Å):
C1 -2.208 4.832 -2.625  -0.061
C2 -2.081 3.373 -3.228  -0.087
N1 -3.127 2.392 -2.570  -0.238
C3 -2.731 2.335 -1.182  -0.017
C4 -4.538 2.869 -2.555  -0.160
C5 -5.016 3.334 -3.952  -0.043
C6 -2.988 1.030 -3.107  -0.057
C7 -1.577 0.367 -3.216  -0.191
O1 -1.695 -0.836 -3.968  -0.163
C8 -0.305 -1.268 -4.123  -0.097
H1 -3.364 5.286 -2.627  0.133
H2 -1.484 5.654 -3.194  0.160
H3 -1.841 4.853 -1.629  0.038
H4 -1.128 3.113 -2.803  0.092
H5 -2.472 3.364 -4.289  0.143
H6 -1.784 2.039 -0.676  0.150
H7 -3.287 1.601 -0.660  0.124
H8 -2.972 3.025 -0.740  -0.033
H9 -4.787 3.661 -1.870  0.125
H10 -5.271 2.158 -2.181  0.141
H11 -6.093 3.650 -4.040  0.121
H12 -4.775 2.616 -4.649  0.035
H13 -4.322 4.132 -4.324  0.080
H14 -3.316 1.060 -4.168  0.151
H15 -3.661 0.460 -2.578  0.105
H16 -1.255 0.125 -2.247  0.093
H17 -0.730 0.868 -3.607  0.086
H18 0.397 -1.327 -3.211  0.104
H19 0.404 -0.782 -4.822  0.086
H20 -0.404 -2.397 -4.459  0.125
Li1 -0.835 0.086 2.347  0.675
N2 0.952 -0.482 0.642  -0.471
O2 -0.109 0.216 0.337  -0.151
O3 1.927 -0.142 -0.144  -0.040
O4 1.212 -0.637 1.815  -0.043
C9 4.599 -3.982 -1.746  -0.029
C10 3.318 -4.387 -1.080  -0.309
C11 2.434 -3.320 -0.550  -0.140
O5 1.253 -3.445 -1.226  0.090
C12 1.376 -4.309 -2.208  -0.623
O6 0.398 -4.631 -2.826  0.139
O7 2.538 -4.824 -2.152  0.154
H21 4.745 -3.661 -2.825  0.111
H22 5.334 -4.774 -1.591  0.073
H23 5.237 -3.122 -1.173  0.141
H24 3.568 -4.914 -0.221  0.141
H25 2.991 -2.520 -0.749  0.074
H26 2.148 -3.377 0.520  0.160
C13 2.149 2.163 -3.400  0.023
C14 1.645 2.497 -1.913  -0.190
C15 2.872 2.864 -0.991  -0.074
O8 2.658 4.198 -0.732  0.126
C16 1.512 4.610 -1.133  -0.600
O9 1.121 5.825 -1.024  0.062
O10 0.962 3.781 -1.931  0.071
H27 1.211 2.014 -4.172  0.123
H28 2.605 1.083 -3.363  0.122
H29 2.852 2.664 -3.788  -0.019
H30 0.984 1.838 -1.503  0.078
H31 3.860 2.790 -1.373  0.133
H32 2.869 2.172 -0.154  0.122
C17 -3.161 -3.109 -2.011  -0.014
C18 -3.337 -3.333 -0.540  -0.317
C19 -2.250 -4.272 -0.059  -0.096
O11 -1.681 -3.724 1.108  0.104
C20 -2.216 -2.461 1.135  -0.514
O12 -1.705 -1.570 1.859  -0.009
O13 -2.996 -2.199 0.178  0.124
H33 -3.725 -2.091 -2.273  0.128
H34 -3.709 -3.970 -2.451  0.109
H35 -2.213 -3.202 -2.532  0.075
H36 -4.473 -3.493 -0.162  0.215
H37 -1.617 -4.531 -0.861  0.108
H38 -2.522 -5.222 0.437  0.157
C21 2.807 -1.778 5.803  -0.010
C22 3.776 -2.100 4.624  -0.367
C23 4.006 -0.995 3.650  -0.145
O14 5.423 -0.885 3.448  0.072
C24 5.942 -1.654 4.508  -0.492
O15 7.164 -1.852 4.603  0.117
O16 5.021 -2.296 5.182  0.088
H39 1.746 -1.470 5.294  0.115
H40 3.100 -0.895 6.503  0.118
H41 2.730 -2.512 6.603  0.073
H42 3.639 -3.120 4.087  0.187
H43 3.537 -0.077 4.069  0.129
H44 3.267 -1.230 2.776  0.139
C25 0.090 0.719 4.180  -0.031
C26 -0.057 1.291 5.592  -0.301
C27 -1.200 2.292 5.775  -0.106
O17 -2.106 1.732 6.661  0.090
C28 -1.560 0.606 7.193  -0.478
O18 -1.995 -0.123 8.047  0.176
O19 -0.364 0.327 6.546  0.067
H45 -0.906 0.555 3.812  0.046
H46 0.556 -0.143 4.081  0.004
H47 0.480 1.510 3.535  0.120
H48 0.938 1.540 5.962  0.162
H49 -1.671 2.582 4.949  0.081
H50 -0.732 3.292 6.297  0.197

No. 4
Molecular formula: C6H18FN3Si
Method: DFT, ωB97M-V with the def2-TZVPD basis set

Computed properties:
* gap between HOMO and LUMO: 9.29 eV
* SMILES: CN(C)[Si](F)(N(C)C)N(C)C
* E_tot: -793.095004 Ha
* total charge: 0

Each line ends with the Löwdin charge.
Geometry (Å):
C1 -2.388 0.671 -1.249  -0.176
N1 -1.399 0.915 -0.224  -0.293
C2 -1.251 2.356 0.117  -0.146
Si1 0.133 -0.057 -0.432  0.286
F1 0.500 0.039 -2.008  -0.097
N2 1.603 0.483 0.309  -0.250
C3 1.930 0.179 1.731  -0.115
C4 2.291 1.657 -0.185  -0.137
N3 -0.250 -1.632 -0.176  -0.267
C5 -1.114 -2.201 0.887  -0.116
C6 0.348 -2.782 -0.799  -0.117
H1 -2.472 -0.312 -1.661  0.057
H2 -3.396 1.044 -0.779  0.107
H3 -2.173 1.388 -2.121  0.091
H4 -0.502 2.465 0.992  0.093
H5 -0.789 2.873 -0.836  0.103
H6 -2.145 2.904 0.366  0.055
H7 2.523 1.053 2.133  0.083
H8 1.031 0.053 2.376  0.079
H9 2.668 -0.655 1.855  0.080
H10 1.780 2.026 -1.013  0.053
H11 2.328 2.507 0.417  0.058
H12 3.282 1.318 -0.301  0.078
H13 -1.832 -1.542 1.360  0.066
H14 -1.730 -3.025 0.357  0.096
H15 -0.515 -2.729 1.674  0.090
H16 0.800 -2.471 -1.772  0.094
H17 1.226 -3.087 -0.208  0.091
H18 -0.488 -3.436 -0.810  0.054

No. 5
Molecular formula: C6H7O2S2
Method: DFT, ωB97M-V with the def2-TZVPD basis set

Computed properties:
* gap between HOMO and LUMO: 6.31 eV
* E_tot: -1179.606182 Ha
* total charge: -1

Each line ends with the Löwdin charge.
Geometry (Å):
C1 1.071 -0.418 1.150  -0.148
C2 2.422 -0.348 1.441  -0.372
C3 1.797 0.504 -0.780  -0.418
C4 0.655 0.188 -0.066  -0.408
C5 -1.399 -0.844 -0.997  -0.199
C6 -0.652 0.319 -0.563  -0.470
O1 -3.156 1.133 0.061  -0.569
O2 -1.698 0.329 1.896  -0.551
S1 3.287 0.347 0.043  0.900
S2 -1.797 1.198 0.696  0.633
H1 0.169 -0.572 1.827  0.110
H2 2.999 -0.642 2.280  0.028
H3 1.911 0.950 -1.711  0.025
H4 -2.299 -0.457 -1.529  0.068
H5 -1.669 -1.340 -0.071  0.070
H6 -0.911 -1.642 -1.652  0.097
H7 -0.730 1.296 -2.025  0.203

No. 6
Molecular formula: C3H8N4O
Method: DFT, ωB97M-V with the def2-TZVPD basis set

Computed properties:
* gap between HOMO and LUMO: 9.66 eV
* SMILES: [H]/N=C(/N)ON(C)/C=N/[H]
* E_tot: -413.206134 Ha
* total charge: 0

Each line ends with the Löwdin charge.
Geometry (Å):
H1 0.681 0.356 1.589  0.092
N1 1.629 -0.209 1.460  0.117
C1 1.607 -0.290 0.178  -0.432
N2 2.769 -0.495 -0.519  0.125
O1 0.396 0.092 -0.745  -0.089
N3 -0.682 0.231 -0.011  -0.356
C2 -0.961 1.633 0.007  -0.055
C3 -1.620 -0.863 0.107  -0.166
N4 -2.944 -0.923 0.046  0.090
H2 -3.317 -1.788 -0.066  -0.023
H3 3.536 -0.917 -0.199  0.033
H4 2.773 -0.701 -1.606  0.164
H5 -1.627 1.892 0.938  0.129
H6 0.100 2.069 -0.101  0.115
H7 -1.415 1.691 -1.057  0.115
H8 -0.926 -1.778 -0.021  0.141